ORCA calculation (ωB97M-V/def2-TZVPD) on C23H23N7O3PRhS as an isolated structure in a non-equilibrium geometry.

```
! wB97M-V def2-TZVPD RIJCOSX def2/J DEFGRID3
* xyz 2 5
Rh 0.062 0.151 0.387
O -1.510 -0.985 0.718
N -2.737 -0.326 0.877
C -3.745 -1.245 1.022
C -5.036 -0.794 1.293
C -5.214 0.617 1.404
C -4.205 1.490 1.112
C -2.898 1.043 0.835
S -1.597 2.106 0.561
H -3.403 -2.264 0.943
H -5.868 -1.441 1.492
H -6.140 1.078 1.745
H -4.408 2.547 1.033
O 5.867 0.162 4.866
N 5.663 0.205 3.665
O 6.479 0.313 2.745
C 4.256 0.220 3.304
C 3.388 0.192 4.345
C 1.986 0.099 4.126
C 0.992 -0.012 5.122
C -0.335 -0.040 4.730
C -0.659 0.151 3.390
N 0.279 0.215 2.439
C 1.584 0.191 2.787
C 2.544 0.319 1.664
N 1.980 0.533 0.424
C 2.832 0.758 -0.604
C 4.214 0.542 -0.474
C 4.794 0.361 0.790
C 3.916 0.263 1.886
H 3.788 0.205 5.366
H 1.289 -0.168 6.142
H -1.125 -0.183 5.473
H -1.694 0.279 3.109
H 2.388 1.083 -1.523
H 4.822 0.475 -1.353
H 5.869 0.245 0.855
C 0.084 -1.418 -4.419
N -1.014 -1.841 -3.527
C -2.274 -1.167 -3.893
N -2.149 0.313 -3.915
C -1.011 0.718 -4.792
N 0.298 0.077 -4.452
C 0.772 0.516 -3.130
P -0.392 0.081 -1.719
C -0.682 -1.710 -2.140
C -1.959 0.798 -2.546
H -0.136 -1.751 -5.454
H 1.021 -1.900 -4.130
H -3.108 -1.476 -3.247
H -2.553 -1.501 -4.910
H -0.882 1.826 -4.735
H -1.248 0.433 -5.823
H 0.947 1.574 -3.155
H 1.719 -0.001 -2.913
H -1.433 -2.066 -1.459
H 0.256 -2.263 -1.927
H -1.900 1.894 -2.509
H -2.776 0.478 -1.901
*
```

energy relative to the best compared isomer or geometry (same formula, charge and spin): 5.5 kcal per mole
HOMO-LUMO gap (alpha / beta): 0.19037 / 0.14295 Eh
DFT total energy: -2348.53290 Eh
highest occupied orbital energy (alpha / beta): -0.437 / -0.498 Ha